No. 1
2 unconnected molecules or ions with the total composition C4H12N2O2 in a non-equilibrium geometry, computed with wB97M-V/def2-TZVPD.

XYZ file:
```
20
Properties=species:S:1:pos:R:3:forces:R:3:nbo_charge:R:1
N 0.1950 0.6976 -1.9352 1.15 -0.28 2.59 -0.838
C -1.8253 1.4891 0.2360 -3.16 -3.35 3.20 -0.599
C -0.7754 0.4092 0.4742 2.13 1.49 1.45 -0.428
C -0.1577 -0.2049 -0.7974 -1.52 -0.53 0.11 -0.170
C 0.9666 -1.1572 -0.4364 1.92 0.73 -0.14 0.716
N 1.3684 -2.1128 -1.4087 0.23 -0.15 1.75 -0.853
O 1.5405 -0.9959 0.6357 -0.32 -1.35 -0.90 -0.617
H 0.4168 1.6169 -1.5121 -0.21 -0.74 -0.77 0.371
H -0.5047 0.7754 -2.6237 -0.99 0.18 -0.59 0.373
H -2.1091 1.9833 1.2145 0.54 -0.29 -1.26 0.227
H -2.8234 1.0809 -0.1718 1.35 0.14 0.66 0.192
H -1.5542 2.1159 -0.4836 1.43 3.17 -2.64 0.193
H 0.0651 0.8118 1.1029 -0.69 0.61 -0.95 0.216
H -1.0563 -0.3192 1.2419 -0.58 -0.48 -0.76 0.234
H -0.9901 -0.8704 -0.9644 -0.28 -0.42 -1.66 0.214
H 1.6091 -1.7032 -2.2868 -0.37 0.32 -0.66 0.400
H 2.1180 -2.7673 -1.1101 -0.76 1.01 0.03 0.392
H 1.2684 -0.7258 3.6264 -0.08 0.57 -0.86 0.469
H 1.1855 -0.1729 2.1298 0.28 -0.56 0.49 0.495
O 1.0627 0.0496 3.0689 -0.08 -0.06 0.89 -0.988
```
Positions in Å, forces in eV/Å.

Values from the calculation:
LUMO energy = 0.81 eV
Total charge = 0
Frontier orbital gap = 10.7 eV
Energy above the lowest of the compared OMol25 structures with the same formula, charge and spin = 1.865 eV
SMILES = CC[C@@H](N)C(N)=O.O
Largest force on an atom = 5.6 eV/A
Electronic energy = -419.5800 Eh

=====

No. 2
2 unconnected molecules or ions with the total composition C2H9NO2 in a non-equilibrium geometry, computed with wB97M-V/def2-TZVPD.

XYZ file:
```
14
Properties=species:S:1:pos:R:3:forces:R:3:nbo_charge:R:1
C 1.9838 0.3075 -0.1933 -1.50 -1.31 -0.04 -0.274
O 1.3378 -0.8780 0.4922 1.66 1.95 0.17 -0.752
H 1.2945 1.1784 -0.1686 0.54 -0.61 0.09 0.205
H 2.1137 -0.0826 -1.1958 0.21 0.51 -0.32 0.183
H 2.9541 0.5168 0.2581 -0.15 0.08 -0.03 0.174
H 1.8894 -0.8502 1.2864 -0.67 -0.75 0.18 0.466
N -1.6876 -1.0057 -0.2057 -0.14 1.01 3.46 -0.887
C -1.6341 0.4963 -0.2473 -0.23 -1.02 -0.27 0.099
O -0.9436 1.1320 0.8093 -0.22 -3.66 2.74 -0.720
H -1.8599 -1.3515 -1.1030 -0.20 -0.60 -1.46 0.357
H -0.7966 -1.3773 0.1565 -0.46 0.43 -0.58 0.386
H -2.6175 0.9967 -0.3247 0.19 -0.76 -0.18 0.152
H -1.0709 0.5407 -1.1341 0.78 1.85 -1.35 0.139
H -0.9632 0.3769 1.5700 0.19 2.88 -2.40 0.473
```
Positions in Å, forces in eV/Å.

Values from the calculation:
LUMO energy = 0.81 eV
Total charge = 0
Frontier orbital gap = 9.7 eV
Energy above the lowest of the compared OMol25 structures with the same formula, charge and spin = 1.525 eV
SMILES = NCO.CO
Largest force on an atom = 4.6 eV/A
Electronic energy = -286.7623 Eh

=====

No. 3
C3H6N4O in the gas phase in a non-equilibrium geometry, computed with wB97M-V/def2-TZVPD.

XYZ file:
```
14
Properties=species:S:1:pos:R:3:forces:R:3:nbo_charge:R:1
C -1.3163 1.4986 -1.4325 0.11 -2.85 0.59 -0.430
C 0.2693 -1.3256 1.3296 -0.09 3.83 0.63 -0.132
C 0.1716 -1.1125 -0.0964 -0.30 3.30 0.34 0.555
H -1.7804 0.5617 -1.8987 0.32 1.51 0.18 0.198
H -1.4426 2.3990 -1.9936 -0.19 0.40 -0.35 0.210
H -1.7713 1.5385 -0.4213 0.29 0.49 -0.68 0.213
H 0.6002 0.8239 -1.9971 0.36 -0.45 -0.89 0.377
H 1.2567 1.4469 1.2104 -0.68 -0.27 0.52 0.396
H 0.0506 -2.1641 1.8619 -0.28 -2.43 1.09 0.212
N 0.1383 1.2173 -1.2158 -1.08 0.54 1.89 -0.446
N 0.2910 0.3290 -0.1534 0.74 -1.46 1.15 -0.155
N 0.4297 0.8307 1.1782 0.07 0.46 -2.18 -0.231
N 0.3921 -0.1902 2.0330 0.77 -1.91 -1.29 -0.162
O -0.0523 -1.7846 -1.0576 -0.05 -1.16 -1.01 -0.606
```
Positions in Å, forces in eV/Å.

Values from the calculation:
LUMO energy = 0.50 eV
Total charge = 0
Frontier orbital gap = 9.5 eV
Energy above the lowest of the compared OMol25 structures with the same formula, charge and spin = 3.562 eV
SMILES = CNn1[nH]ncc1=O
Largest force on an atom = 3.9 eV/A
Electronic energy = -412.0780 Eh

=====

Question: The highest largest force on an atom belongs to which entry?
Answer: C4H12N2O2